Below is a single C5H10OS molecule, with properties calculated with the ωB97M-V functional and the def2-TZVPD basis.

Computed properties:
Calculated total energy   -18227.10760 eV
LUMO level   0.02985 Ha
HOMO   -8.98 eV

Structure (ORCA input):
```
! RIJCOSX wB97M-V def2-TZVPD def2/J DEFGRID3
* xyz 0 1
C -0.3166 -2.3060 0.1469
C -0.8492 -0.9779 0.5032
C 0.4802 0.4434 -1.1556
C -0.0709 1.4002 1.0884
C 0.2065 0.0784 0.2885
O -1.8745 -2.3936 2.3340
S -0.5236 -1.9780 1.9507
H -1.0308 -3.0870 -0.0681
H 0.7471 -2.3243 0.0395
H -1.8291 -0.7403 0.3075
H -0.3541 1.0620 -1.6421
H 0.8697 -0.2810 -1.7365
H 1.2618 1.1094 -1.1596
H -0.8578 1.8478 0.6763
H 0.9328 2.0134 1.1310
H -0.2722 1.1285 2.2415
H 1.2374 -0.3612 0.5691
*
```

Below is a single C5H10OS molecule, with properties calculated with the ωB97M-V functional and the def2-TZVPD basis.

Computed properties:
Calculated total energy   -18229.08876 eV
LUMO level   0.03305 Ha
HOMO   -8.76 eV
Structure (SMILES)   CSCCCC=O

Structure (ORCA input):
```
! RIJCOSX wB97M-V def2-TZVPD def2/J DEFGRID3
* xyz 0 1
C -2.7742 1.4394 0.3145
S -1.4901 1.0084 -0.8802
C -0.0515 0.9972 0.2162
C 0.6628 -0.3713 0.3890
C 1.2952 -0.8985 -0.8705
C 2.1784 -2.0973 -0.4552
O 3.3763 -2.0301 -0.5587
H -2.7377 0.6812 1.0946
H -2.6926 2.4192 0.7682
H -3.7014 1.3278 -0.2464
H -0.2155 1.3353 1.2466
H 0.6889 1.7585 -0.0611
H -0.0746 -1.0380 0.8569
H 1.3576 -0.2678 1.2326
H 0.6142 -1.1586 -1.6851
H 1.9586 -0.1494 -1.3085
H 1.6057 -2.9559 -0.0529
*
```

Below is a single C5H10OS molecule, with properties calculated with the ωB97M-V functional and the def2-TZVPD basis.

Computed properties:
Calculated total energy   -18224.97174 eV
LUMO level (alpha / beta)   -0.03062 / -0.02520 Ha
HOMO (alpha / beta)   -8.74 / -8.79 eV
Structure (SMILES)   C=S(=O)=CC(C)C

Structure (ORCA input):
```
! RIJCOSX wB97M-V def2-TZVPD def2/J DEFGRID3
* xyz 0 1
C -2.0057 -2.0960 1.4123
S -0.8786 -2.6359 0.1823
O -0.0250 -3.6201 0.7397
C 0.0673 -1.1217 0.2581
C -0.1528 -0.1114 -0.7921
C -0.3872 1.2554 -0.2498
C 0.9877 -0.0876 -1.9153
H -1.5111 -1.9928 2.3903
H -2.8407 -1.4694 1.1733
H 0.2193 -0.7412 1.3424
H -1.0953 -0.3992 -1.3727
H 0.1717 1.9640 -0.8379
H 0.0272 1.3543 0.7780
H -1.4463 1.5071 -0.2808
H 0.7396 0.6873 -2.6676
H 1.0349 -0.9611 -2.5488
H 1.9546 0.0946 -1.5577
*
```

Below is 2 unconnected molecules or ions with the total composition C5H10OS, with properties calculated with the ωB97M-V functional and the def2-TZVPD basis.

Computed properties:
Calculated total energy   -18227.43528 eV
LUMO level   0.02573 Ha
HOMO   -8.62 eV
Structure (SMILES)   C=C=CC.CSO

Structure (ORCA input):
```
! RIJCOSX wB97M-V def2-TZVPD def2/J DEFGRID3
* xyz 0 1
C 1.7378 -1.2801 0.7681
C 0.5619 -0.9386 1.1907
C -0.6057 -0.5817 1.6256
C -1.8547 -1.4008 1.5020
H 2.0721 -1.0425 -0.2297
H 2.4324 -1.8186 1.3937
H -0.7233 0.3793 2.1145
H -1.6402 -2.3662 1.0542
H -2.5755 -0.8717 0.8792
H -2.3010 -1.5507 2.4855
C 0.9800 1.9142 -1.1680
S -0.4985 0.9329 -1.5522
O -0.8214 1.4809 -3.0847
H 0.8006 2.9386 -1.4931
H 1.8535 1.4952 -1.6637
H 1.0984 1.8694 -0.0897
H -0.5163 0.8404 -3.7325
*
```

Below is a single C5H10OSi molecule, with properties calculated with the ωB97M-V functional and the def2-TZVPD basis.

Computed properties:
Calculated total energy   -15269.49367 eV
LUMO level   0.03431 Ha
HOMO   -10.17 eV
Structure (SMILES)   C#CC(C)(C)O[SiH3]

Structure (ORCA input):
```
! RIJCOSX wB97M-V def2-TZVPD def2/J DEFGRID3
* xyz 0 1
C -0.1651 -2.5089 -0.0874
C -0.3483 -1.3547 -0.0013
C -0.5748 0.0837 0.1757
C -1.0199 0.7407 -1.1993
C -1.3911 0.6566 1.3007
O 0.8767 0.6290 0.4388
Si 2.2593 -0.2484 0.1419
H 0.2500 -3.5038 0.0577
H -2.0262 0.5187 -1.5176
H -0.8726 1.7769 -1.1211
H -0.3489 0.2071 -1.9616
H -1.1295 1.6610 1.5166
H -1.6604 0.0549 2.2599
H -2.3515 0.7494 0.8442
H 3.4201 0.6321 -0.2288
H 2.1853 -0.8885 -1.1419
H 2.4365 -1.1479 1.1870
*
```

Below is a single C5H10S molecule, with properties calculated with the ωB97M-V functional and the def2-TZVPD basis.

Computed properties:
Calculated total energy   -16180.86781 eV
LUMO level   0.03176 Ha
HOMO   -8.89 eV
Structure (SMILES)   SCC1CCC1

Structure (ORCA input):
```
! RIJCOSX wB97M-V def2-TZVPD def2/J DEFGRID3
* xyz 0 1
S 0.0805 0.2666 -1.9475
C 1.2632 0.2671 -0.6369
C 0.4898 0.2322 0.6769
C -0.9644 0.6574 0.9249
C -1.2187 -0.4324 1.9300
C 0.0807 -1.2270 1.3562
H 1.0005 -0.1152 -2.9412
H 1.9432 1.1896 -0.7398
H 1.9514 -0.5939 -0.6951
H 1.0485 0.7183 1.4648
H -1.5672 0.3746 0.0193
H -1.0442 1.7188 1.1548
H -1.0665 -0.1072 2.9357
H -2.2322 -0.9629 1.8144
H -0.0405 -1.9095 0.5834
H 0.8151 -1.5617 2.0578
*
```

Below is a molecular structure, C5H10S, with properties calculated with the ωB97M-V functional and the def2-TZVPD basis.

Computed properties:
Calculated total energy   -16175.60740 eV
LUMO level   0.01983 Ha
HOMO   -8.57 eV

Structure (ORCA input):
```
! RIJCOSX wB97M-V def2-TZVPD def2/J DEFGRID3
* xyz 0 1
C 2.3261 -0.5845 -0.2664
C 1.0950 0.3728 0.0290
C 0.0430 -0.4106 0.7177
C -1.3858 -0.3048 0.4213
C -2.1614 0.7703 -0.4370
H 2.8170 0.2391 -0.8083
H 2.7837 -1.0228 0.5863
H 2.1014 -1.3007 -1.2341
H 1.4343 1.2589 0.5534
H 0.6572 0.8200 -0.7906
H 0.0886 -0.8311 1.8312
H -1.7169 -0.2605 1.4092
H -3.3992 0.9814 0.3488
H -1.3672 1.9149 -0.3053
H -2.3056 0.1993 -1.8710
S -1.0102 -1.8417 -0.1841
*
```

Below is a single C5H10S molecule, with properties calculated with the ωB97M-V functional and the def2-TZVPD basis.

Computed properties:
Calculated total energy   -16179.31116 eV
LUMO level   0.00134 Ha
HOMO   -8.47 eV
Structure (SMILES)   CC(C)(C)C=S

Structure (ORCA input):
```
! RIJCOSX wB97M-V def2-TZVPD def2/J DEFGRID3
* xyz 0 1
C 0.1694 -0.7344 1.3540
C -0.1052 0.0098 0.1087
C 1.2002 0.2614 -0.5017
C -0.9341 -0.6071 -1.0542
C -0.5757 1.3534 0.4373
S -0.9616 2.3316 1.6508
H 1.0305 -0.3800 2.1345
H -0.7514 -0.8261 1.8800
H 0.5128 -1.7997 0.8013
H 1.8047 0.9166 0.1074
H 0.9653 0.6481 -1.3842
H 1.7803 -0.6691 -0.7328
H -0.2172 -1.5029 -1.5417
H -1.1196 0.3007 -1.8257
H -1.8883 -1.2247 -0.8625
H -0.9103 1.9224 -0.5713
*
```

Below is a molecular structure, C5H10S3, with properties calculated with the ωB97M-V functional and the def2-TZVPD basis.

Computed properties:
Calculated total energy   -37846.89766 eV
LUMO level   -0.01815 Ha
HOMO   -8.66 eV

Structure (ORCA input):
```
! RIJCOSX wB97M-V def2-TZVPD def2/J DEFGRID3
* xyz 0 1
C 1.7034 -1.7699 -0.3357
C -0.2017 -0.1153 -1.6187
C -0.8508 -0.4881 -0.2889
C -0.5087 0.3539 1.0410
C -1.0296 1.7011 0.3812
H 1.1389 -2.7883 -0.2563
H 1.4930 -1.3489 0.6275
H 2.5763 -2.3635 -0.3743
H -1.1119 -1.5931 -0.1755
H -1.9051 -0.0287 -0.9028
H -1.2217 -0.2143 1.8233
H -1.9925 1.3842 -0.0859
H -0.2869 2.0374 -0.5187
H -1.3267 2.5638 1.1831
H 1.3443 2.0174 2.2354
S 1.5420 -0.7064 -1.5925
S -0.6532 0.9900 -2.7202
S 1.2910 0.3687 1.5780
*
```

Below is a molecular structure, C5H11AgO3, with properties calculated with the ωB97M-V functional and the def2-TZVPD basis.

Computed properties:
Calculated total energy   -15492.37944 eV
LUMO level (alpha / beta)   -0.15103 / -0.21872 Ha
HOMO (alpha / beta)   -13.44 / -13.47 eV

Structure (ORCA input):
```
! RIJCOSX wB97M-V def2-TZVPD def2/J DEFGRID3
* xyz 1 2
O 0.0792 0.9824 -0.9999
H -1.1160 1.1340 -1.3437
C 0.0984 0.3637 3.1303
O 0.2381 0.2757 1.7167
C 1.2080 1.1353 1.1119
C 0.5333 1.8949 -0.0123
H -0.5502 -0.4640 3.4353
H 1.0950 0.2813 3.5832
H -0.3543 1.3249 3.4049
H 2.0295 0.5039 0.7485
H 1.6111 1.8503 1.8407
H 1.2673 2.5621 -0.4796
H -0.3090 2.4926 0.3636
C 0.1758 -1.8747 -2.0630
C -0.6210 -0.7443 -2.3126
O -1.6167 -0.4838 -1.3895
Ag -0.8679 -0.8091 0.4181
H -0.3311 -2.8435 -1.9922
H 1.2025 -1.8122 -2.4325
H -0.7557 -0.2783 -3.2976
*
```

Below is a molecular structure, C5H11AlClMgNO, with properties calculated with the ωB97M-V functional and the def2-TZVPD basis.

Computed properties:
Calculated total energy   -33463.26368 eV
LUMO level (alpha / beta)   0.19155 / 0.19864 Ha
HOMO (alpha / beta)   -0.50 / -0.16 eV

Structure (ORCA input):
```
! RIJCOSX wB97M-V def2-TZVPD def2/J DEFGRID3
* xyz -2 1
Al -1.7470 0.8979 2.7961
Cl -0.8480 2.8216 2.1940
C -2.5233 -0.0457 1.0639
H -2.9906 -0.9348 1.5240
H -2.0931 -0.3554 0.0790
H -3.3144 0.6963 0.8575
Mg 0.9241 0.1438 -1.6399
C 2.5928 0.3333 -2.8768
C -1.0287 -0.4269 -2.4019
C 2.4665 0.0404 0.2445
H -1.1674 -1.5230 -2.3333
H -1.8737 0.0970 -1.9228
H -0.9540 -0.1323 -3.4667
H 3.2379 -0.5088 -2.5902
H 2.2742 0.3352 -3.9215
H 3.0134 1.2831 -2.5170
H 2.0647 -0.5800 1.0978
H 2.0804 0.9115 0.8485
O 0.2367 -1.6967 5.2723
C -0.0198 -1.0342 4.3199
N -0.3308 -0.3225 3.3727
*
```

Below is a molecular structure, C5H11AsF6IrNO3, with properties calculated with the ωB97M-V functional and the def2-TZVPD basis.

Computed properties:
Calculated total energy   -92970.89710 eV
LUMO level (alpha / beta)   -0.20436 / -0.20555 Ha
HOMO (alpha / beta)   -12.65 / -12.34 eV

Structure (ORCA input):
```
! RIJCOSX wB97M-V def2-TZVPD def2/J DEFGRID3
* xyz 1 2
Ir 0.1024 -0.1059 0.5456
N -2.3465 1.3403 0.3774
C -3.3426 1.0059 1.1020
C -1.9332 -2.0447 1.9718
O -2.8446 -2.2109 2.6473
O -1.0113 -1.8568 1.2787
H -1.7230 2.0854 0.7040
H -2.3810 1.2195 -0.6318
H -4.1808 0.4754 0.6671
H -3.3884 1.3631 2.1242
C 1.2879 -2.0929 -2.9121
C 0.9091 -2.2122 -1.4485
C 0.0789 -3.4556 -1.1809
O 0.2205 -0.9906 -1.1042
H 1.9642 -2.9038 -3.1841
H 1.7893 -1.1456 -3.1010
H 0.4018 -2.1549 -3.5448
H 1.8241 -2.2551 -0.8481
H -0.7855 -3.4902 -1.8460
H -0.2660 -3.5051 -0.1525
H 0.6880 -4.3405 -1.3669
F 1.0090 1.7804 0.5399
As 1.0581 2.2585 2.3773
F 2.6643 1.7460 2.3691
F 0.5448 0.4867 2.5151
F 1.3739 3.8510 1.9478
F -0.6704 2.5226 2.1714
F 0.9451 2.4302 4.0450
*
```